Molecular formula: C3FO3Tb
Method: DFT, ωB97M-V with the def2-TZVPD basis set

The geometry in XYZ format:
```
8
Properties=species:S:1:pos:R:3:forces:R:3
O 1.186523 -2.672900 0.372520 0.2 1.0 -0.4
F -3.654206 0.544962 0.230480 0.6 0.1 -0.2
C 1.738700 -1.735400 -0.006530 -0.4 -1.8 0.4
O 2.382222 -0.830049 -0.372376 0.1 1.0 0.2
C -2.399367 0.780198 -0.031065 0.9 0.2 -0.1
Tb 1.989051 1.678987 0.566829 -2.3 -0.7 -1.5
O -0.007053 1.220222 -0.505789 3.7 0.8 1.1
C -1.235868 1.013980 -0.254066 -2.8 -0.6 0.5
```
Forces are in eV/Å.

* orbital gap (spin up / spin down): 7.017 / 5.658 eV
* expectation value of S²: 15.771
* multiplicity: 8
* charge: +1
* largest force on an atom: 3.9 eV/Å

Löwdin population analysis, charges in e, atoms 1 to 2: number 1, O, carries 0.296; number 2, F, carries 0.096

---

Molecular formula: C9H17F3N3O5PS2
Method: DFT, ωB97M-V with the def2-TZVPD basis set

The geometry in XYZ format:
```
40
Properties=species:S:1:pos:R:3:forces:R:3
O 0.690156 1.575972 1.339217 -3.6 1.3 2.4
H 0.319723 -5.252201 -1.339497 -0.1 0.1 0.1
C 0.473103 -4.180652 -1.183887 0.2 0.0 -0.3
O -1.036815 -1.080031 4.542118 -2.1 1.4 -1.9
H -3.047205 -0.913052 2.854939 0.6 -0.4 0.7
C -0.509592 -2.152796 -0.147131 0.0 1.9 0.5
H 0.311559 1.206651 -3.549658 0.1 0.0 0.0
C 2.556289 2.833662 -3.154402 0.5 -0.6 0.0
P -2.748384 -0.933232 4.262630 -1.1 1.9 2.1
O -1.364412 1.044320 2.946442 0.4 1.5 -1.0
S -0.155109 0.188989 3.802073 3.4 0.6 4.2
C 0.939125 0.919168 -2.700373 -0.1 -0.1 0.1
H 1.521089 -3.962014 -3.062797 -0.1 0.0 0.0
H -0.834973 -4.135014 0.541198 -0.1 0.2 0.0
N -0.342157 -1.008731 0.056374 -0.3 -3.1 -0.4
C -1.057300 3.697768 1.994587 -1.1 0.9 1.3
H 2.272998 1.806005 -1.273214 0.0 0.1 -0.1
H -3.310533 -2.138393 4.786088 1.1 0.2 -0.4
H 1.959675 3.186928 -3.999498 0.1 -0.1 0.0
H 0.902231 -2.442714 -2.426852 -0.1 -0.1 0.0
H 0.930083 2.841008 -1.744897 0.1 0.0 0.0
N 4.427224 1.148220 -4.049849 -2.1 1.8 1.0
F -0.167764 4.453642 1.247776 -2.3 -1.6 2.0
H -3.808414 0.890218 4.301027 0.4 0.0 0.8
H 1.385129 -4.069303 -0.589488 -0.1 0.0 0.0
S -0.749894 1.866005 1.624617 0.8 -2.8 -6.3
H -1.644092 -3.743187 -0.982421 0.0 0.1 0.1
F -2.398574 3.986430 1.668756 3.6 -0.4 0.7
H 0.297258 0.466977 -1.941172 0.0 0.1 0.0
C 0.679123 -3.506999 -2.536566 0.0 0.0 -0.1
N -3.365925 0.328952 5.057671 0.4 -1.7 -2.2
C 3.605873 1.888028 -3.656843 1.5 -1.0 -0.8
C 1.668053 2.129219 -2.125785 -0.2 -0.3 0.1
O 0.372479 1.017473 4.945817 -2.1 -2.2 -3.5
F -0.910876 3.841691 3.376647 0.0 0.4 -3.1
H -0.210403 -3.609416 -3.165165 0.1 0.0 0.0
O -1.611988 1.576425 0.427867 1.6 1.3 4.3
C -0.720686 -3.613225 -0.412015 0.4 0.7 0.1
H 1.638863 0.148520 -3.034540 0.0 0.1 0.0
H 3.045065 3.698686 -2.699796 0.1 -0.1 -0.1
```
Forces are in eV/Å.

* orbital gap: 9.064 eV
* multiplicity: 1
* largest force on an atom: 6.9 eV/Å

Löwdin population analysis, charges in e, atoms 1 to 2: number 1, O, carries -0.312; number 2, H, carries 0.109

---

Molecular formula: C21H53N3NaO7
Method: DFT, ωB97M-V with the def2-TZVPD basis set

The geometry in XYZ format:
```
85
Properties=species:S:1:pos:R:3:forces:R:3
H 0.620329 2.869059 -4.005788 0.5 0.0 0.4
H -3.754671 2.193059 2.254212 0.2 0.7 -0.3
H -7.874671 1.331059 2.265212 -0.1 0.7 -0.2
H 5.134329 -2.088941 5.850212 0.4 -0.2 -0.1
C 4.736329 0.581059 2.577212 -1.4 -0.7 0.0
H 1.950329 0.640059 -3.858788 -0.2 -0.1 -0.4
C 4.958329 -0.774941 3.276212 -0.4 2.4 0.8
H 2.962329 -2.897941 -4.308788 -0.2 -0.1 -1.3
H 3.141329 1.895059 0.387212 0.4 -0.2 0.6
H -5.566671 -0.091941 1.433212 0.2 -0.5 -0.5
O -0.763671 2.714059 0.114212 -0.4 1.4 -1.4
C -5.326671 0.912059 1.742212 0.3 0.2 0.5
C -2.287671 -2.420941 -0.452788 1.7 -1.0 2.2
H 4.126329 -1.449941 3.204212 -0.5 -0.4 -0.7
H -1.578671 -3.219941 -0.272788 0.5 -0.4 -0.1
H -2.598671 -1.034941 -1.917788 0.6 0.0 -0.8
H -5.753671 1.630059 1.022212 0.4 -0.1 -0.3
H -1.144671 0.223059 2.104212 -1.0 0.5 -1.0
C -3.837671 1.135059 2.047212 -0.4 -0.3 0.0
H -5.445671 -2.316941 0.129212 0.6 -0.4 0.1
H -0.405671 4.753059 -0.193788 0.2 -0.4 -0.2
C -7.301671 0.844059 3.042212 0.2 -0.2 -0.4
H -4.274671 -1.745941 1.403212 -0.1 -0.3 -1.4
C 4.500329 -1.244941 5.594212 0.7 -0.1 -0.6
H -1.530671 -2.911941 -4.190788 0.0 0.5 0.0
H 1.836329 -2.681941 -0.694788 0.0 0.6 0.5
H -4.212671 -1.151941 -0.293788 -0.2 0.6 0.0
H 3.570329 -1.633941 5.245212 -1.0 -0.4 -0.3
H 0.319329 3.803059 -2.627788 0.1 0.0 0.8
H 3.334329 1.668059 -3.344788 -0.4 -0.6 -0.2
H -3.259671 0.952059 0.059212 0.1 0.1 0.5
H 0.112329 1.902059 -0.985788 -0.6 0.9 0.9
H 4.326329 -0.696941 6.492212 -0.1 0.6 0.5
H -1.823671 2.872059 1.892212 -0.3 -0.1 -0.3
H -7.560671 -0.202941 2.924212 0.5 -0.6 0.0
C 2.401329 -1.924941 -0.101788 -0.5 -1.0 -0.3
H 5.422329 0.607059 0.660212 -0.6 0.0 0.0
H 1.932329 3.884059 -3.336788 -0.3 -0.3 0.1
H 5.546329 1.258059 2.726212 0.8 0.3 0.7
C -1.210671 4.009059 -0.289788 0.9 0.9 0.3
H -0.253671 2.215059 2.021212 0.7 0.3 0.2
H 1.464329 0.956059 1.443212 -0.9 -0.7 -0.8
H 3.404329 -1.857941 -3.061788 -0.1 0.2 0.2
H -2.924671 -2.668941 -2.402788 -1.0 -1.0 -0.9
O -5.921671 1.132059 2.970212 -0.9 0.2 1.3
C 2.566329 -2.445941 -3.431788 1.6 0.3 0.9
H 3.838329 1.043059 3.009212 0.2 0.0 0.1
O 1.455329 -1.603941 -3.579788 -0.4 -1.6 -1.7
H 0.712329 -3.235941 -4.712788 0.5 -1.6 1.0
C -1.112671 2.231059 1.369212 0.4 -0.3 0.8
H -1.936671 4.427059 0.383212 -0.9 -0.3 0.2
H 2.749329 -2.442941 0.781212 0.4 0.0 0.3
C 1.625329 2.026059 -2.247788 -0.4 2.4 1.3
C 3.346329 0.805059 0.486212 0.6 0.7 0.0
N -2.992671 0.609059 0.986212 1.3 0.1 0.2
C 2.108329 0.153059 1.070212 1.6 -1.4 1.8
H 3.499329 0.530059 -0.536788 -0.1 -0.4 -0.6
O 5.047329 -0.378941 4.620212 0.7 -0.2 1.1
C -0.907671 -2.106941 -3.747788 0.7 -1.6 -1.1
C -2.243671 -2.074941 -1.867788 0.1 1.1 0.7
N -0.878671 -2.277941 -2.281788 -0.3 1.3 -2.0
H 2.486329 -0.345941 2.033212 -0.8 0.4 -1.2
H -1.556671 4.057059 -1.328788 -0.1 -0.5 0.3
H 0.435329 -1.869941 -5.487788 0.0 0.6 1.5
H -1.868671 -1.586941 0.166212 -0.9 -0.5 -0.1
C 1.109329 3.201059 -3.058788 -0.1 0.1 -2.1
H 2.443329 -3.272941 -2.741788 -0.6 -0.1 0.4
H 3.233329 -1.639941 -0.744788 0.2 0.4 0.3
Na 0.617329 -0.748941 -1.807788 0.1 0.5 0.6
H -7.630671 1.136059 4.013212 -0.3 0.4 0.6
H -0.991671 0.342059 0.333212 -0.3 0.5 0.6
H -1.336671 -1.169941 -4.092788 -0.2 0.3 0.7
C -4.392671 -2.028941 0.304212 -1.2 0.7 1.6
C -1.532671 0.801059 1.196212 -0.7 -1.3 0.7
N 4.567329 0.404059 1.175212 0.0 -0.2 -1.8
O -3.466671 -2.997941 -0.051788 -1.0 -0.5 0.4
C 0.459329 -2.255941 -4.409788 -0.4 1.8 -1.3
C 2.456329 1.072059 -3.015788 1.7 0.6 0.2
H 5.853329 -1.165941 2.852212 0.9 -0.9 0.0
H 2.864329 0.289059 -2.359788 -0.2 0.1 -0.3
O 0.555329 1.361059 -1.628788 0.2 -1.5 -1.0
H -3.578671 0.726059 3.054212 -0.2 -0.5 -1.0
O 1.516329 -0.879941 0.240212 -0.2 1.2 0.3
H 2.217329 2.548059 -1.449788 0.0 -0.8 -0.4
H -0.522671 -3.191941 -2.028788 -0.4 -0.2 -0.1
```
Forces are in eV/Å.

* orbital gap: 8.836 eV
* energy relative to the best compared isomer or geometry (same formula, charge and spin): 0.6737 eV
* multiplicity: 1
* charge: +1
* largest force on an atom: 2.9 eV/Å

Löwdin population analysis, charges in e, atoms 1 to 2: number 1, H, carries 0.100; number 2, H, carries 0.099

---

Molecular formula: C17H9Cl5F3FeN4O3S
Method: DFT, ωB97M-V with the def2-TZVPD basis set

The geometry in XYZ format:
```
43
Properties=species:S:1:pos:R:3:forces:R:3
C 0.013552 -0.818491 4.616986 -1.4 -0.5 -0.5
N 0.853127 -0.481713 3.660130 0.4 -0.2 1.9
O 3.234432 0.766414 1.614931 -0.2 -0.3 -0.9
N 0.882728 -0.227536 1.296063 2.7 0.4 0.4
N 4.117051 -1.942039 -4.120835 0.0 -0.5 0.2
N -1.049957 0.027067 2.254853 -1.3 -1.1 2.7
H -1.994563 -1.230858 5.220480 -0.5 0.1 0.4
C -1.927838 -0.368146 3.230621 0.8 2.1 -0.3
C 0.305281 -0.221301 2.504586 -1.8 0.6 -2.8
F 0.459083 -2.881018 -0.426017 0.5 -0.8 0.3
Cl -6.306208 4.479649 -0.866438 0.3 -0.3 0.2
C 3.787389 -1.498559 -2.810359 -0.1 0.1 -2.1
H 5.404580 -2.602860 -1.907666 -1.0 0.3 -0.1
S 2.553759 -0.476091 1.315884 -2.3 2.1 1.1
C -1.398435 -0.810935 4.444024 0.7 -0.3 -0.4
Cl -0.953689 4.430566 -1.577026 0.1 -0.3 -0.1
C 4.470855 -2.012980 -1.757729 1.1 -1.8 1.7
H 4.322724 -2.977569 -4.154471 -0.6 1.9 -0.1
C -3.607298 4.225140 -1.299684 -1.6 -1.1 1.1
C 2.854698 -1.016560 -0.277902 0.3 -0.3 -2.1
O 2.818132 -1.527009 2.213164 1.1 -2.3 1.0
H 1.361284 0.295068 -1.406789 1.1 -0.9 1.0
H 2.334981 -0.053289 -3.536139 0.0 -0.7 0.8
C -4.695663 2.360317 -0.113428 1.4 1.0 -2.0
C -2.292909 2.183014 -0.755166 -0.8 1.3 0.8
C -3.483306 1.593999 -0.263742 -2.4 1.2 0.3
Cl -6.155316 1.643765 0.388867 -0.3 -0.3 0.4
F -0.665642 -1.892245 -1.938689 0.1 -0.1 -1.4
H 3.345578 -1.643373 -4.721236 0.6 -0.7 -0.1
Cl -3.850959 5.631162 -2.220652 0.5 0.8 -0.2
C -4.777747 3.660655 -0.697833 0.9 -1.0 0.1
C 3.925524 -1.915877 -0.484648 -1.4 2.3 -0.2
Fe -0.917835 -0.142065 0.232265 0.6 -0.3 -0.7
C -0.580379 -2.076388 -0.602468 -2.1 1.0 0.8
Cl -3.642931 -0.103073 0.138028 0.7 0.4 -0.3
O -1.168227 1.600683 -0.713138 0.7 -0.7 -0.3
H 4.204209 -2.389253 0.413131 1.1 -0.7 0.7
H 0.413149 -1.247277 5.543485 0.1 0.6 -0.2
C -2.398686 3.586896 -1.161664 0.1 -1.1 -0.2
C 2.239760 -0.417782 -1.393237 -1.1 2.1 0.4
C 2.733269 -0.589324 -2.645381 0.5 -0.7 -1.1
F -1.749967 -2.878923 -0.332027 0.8 0.0 -0.1
H -3.017590 -0.041862 3.096868 1.6 -1.1 0.0
```
Forces are in eV/Å.

* orbital gap (spin up / spin down): 7.732 / 7.971 eV
* energy relative to the best compared isomer or geometry (same formula, charge and spin): 0.1982 eV
* expectation value of S²: 6.011
* multiplicity: 5
* charge: -1
* largest force on an atom: 3.4 eV/Å

Löwdin population analysis, charges in e, atoms 1 to 2: number 1, C, carries -0.107; number 2, N, carries 0.132